[1]
The following is a DFT calculation (ωB97M-V/def2-TZVPD) of a 12-piece molecular cluster, C48H72O36 overall at a distorted geometry.

Summary:
Energy above the lowest of the compared OMol25 structures with the same formula, charge and spin (kJ/mol): 1201.7
HOMO level (eV): -10.4
Lowest unoccupied orbital energy (eV): -0.25
DFT total energy (eV): -124647.0330
Gap between HOMO and LUMO (eV): 10.12
Molecular weight (g mol⁻¹): 1225.068
Structure (SMILES): C[C@H]1COC(=O)O1.C[C@H]1COC(=O)O1.C[C@H]1COC(=O)O1.C[C@H]1COC(=O)O1.C[C@H]1COC(=O)O1.C[C@H]1COC(=O)O1.C[C@H]1COC(=O)O1.C[C@H]1COC(=O)O1.C[C@H]1COC(=O)O1.C[C@H]1COC(=O)O1.C[C@H]1COC(=O)O1.C[C@H]1COC(=O)O1

```
! wB97M-V def2-TZVPD RIJCOSX def2/J DEFGRID3
* xyz 0 1
C -6.91937 5.30119 -1.44277
C -7.03429 6.24550 -0.24128
C -5.77876 6.58992 0.53878
O -5.82153 7.90991 0.85202
C -6.63909 8.45397 -0.06999
O -6.71927 9.65514 -0.21580
O -7.39751 7.57718 -0.62822
H -6.09655 5.59505 -2.09448
H -7.84918 5.29366 -2.01153
H -6.58516 4.28222 -1.24757
H -7.73380 5.79567 0.46331
H -5.00596 6.16426 -0.10130
H -5.72223 5.97289 1.43554
C 1.88318 1.41791 1.18735
C 0.78919 0.89742 0.17674
C -0.25239 -0.06624 0.72072
O -1.44827 0.52588 0.29495
C -1.17996 1.69106 -0.32121
O -2.10207 2.36094 -0.82589
O 0.08559 1.95669 -0.39342
H 1.49766 1.89232 2.08980
H 2.80235 1.82637 0.76735
H 2.43314 0.53257 1.50640
H 1.52739 0.42808 -0.47356
H -0.20082 -0.11545 1.80839
H 0.04673 -1.07414 0.43307
C -1.80123 9.80609 -3.07882
C -1.56324 8.48487 -2.39015
C -0.81577 7.49130 -3.24869
O 0.21152 6.88750 -2.39607
C 0.34016 7.57740 -1.34424
O 1.16119 7.33757 -0.44495
O -0.51382 8.63852 -1.40017
H -2.63140 9.79582 -3.78509
H -0.85293 10.06471 -3.54993
H -1.98705 10.60170 -2.35730
H -2.49317 8.32582 -1.84421
H -0.32830 7.84746 -4.15623
H -1.51805 6.68175 -3.44750
C -2.94942 -4.44882 -3.33609
C -2.57438 -5.53954 -4.35505
C -1.08719 -5.54281 -4.54741
O -0.68277 -6.91627 -4.27062
C -1.85610 -7.62573 -3.91436
O -1.91195 -8.82439 -3.60040
O -2.89497 -6.90530 -3.93683
H -2.48063 -3.51017 -3.63151
H -2.49654 -4.69542 -2.37578
H -4.03551 -4.38423 -3.27024
H -2.92649 -5.31401 -5.36166
H -0.57553 -4.86643 -3.86270
H -0.82127 -5.35278 -5.58725
C -3.92543 -1.09874 6.16258
C -5.28285 -0.90848 5.56667
C -5.81136 -2.25002 4.92788
O -6.90755 -2.60653 5.80018
C -7.16618 -1.72933 6.74410
O -8.04751 -1.73337 7.63222
O -6.21318 -0.70798 6.61470
H -3.81536 -0.19998 6.76938
H -3.14709 -1.04846 5.40115
H -3.74993 -1.96735 6.79726
H -5.41400 -0.03285 4.93092
H -5.04993 -3.02539 4.84350
H -6.19900 -2.06238 3.92656
C 1.07850 1.19600 8.12847
C 1.56641 0.23339 9.24426
C 1.17391 0.63951 10.69149
O 0.46058 -0.53312 11.14990
C 0.35401 -1.33803 10.11891
O -0.37048 -2.40214 10.24561
O 0.99159 -0.94547 8.98917
H 1.35135 0.96079 7.09972
H 1.56318 2.17181 8.15994
H 0.03479 1.50927 8.15360
H 2.60997 -0.05838 9.36242
H 0.52990 1.50101 10.86803
H 2.13119 0.88374 11.15199
C 6.61073 4.03917 4.29919
C 7.01640 5.31925 3.62240
C 6.30628 5.88240 2.34135
O 5.96735 7.13594 2.65795
C 6.32576 7.46264 3.85580
O 6.06503 8.49222 4.37867
O 6.89985 6.49142 4.48571
H 5.98669 3.31161 3.78023
H 5.89512 4.27449 5.08699
H 7.44895 3.45657 4.68136
H 8.08564 5.30621 3.41107
H 5.40720 5.37399 1.99312
H 7.01332 5.82806 1.51355
C -4.87949 2.81071 -6.77957
C -4.46867 1.46246 -6.12903
C -5.78404 0.59742 -5.84966
O -5.37838 -0.64486 -6.07146
C -4.57472 -0.62716 -7.06688
O -4.31160 -1.62419 -7.73354
O -4.02877 0.53612 -7.16712
H -4.89321 3.50787 -5.94179
H -5.75533 3.02029 -7.39365
H -4.00717 3.12647 -7.35180
H -3.80891 1.47350 -5.26145
H -6.48593 0.86995 -6.63780
H -6.17453 0.83757 -4.86075
C 3.50911 -9.84498 -2.68384
C 4.00554 -8.65038 -1.82655
C 4.82241 -7.52450 -2.56020
O 4.02448 -6.38158 -2.18641
C 2.94107 -6.69457 -1.46643
O 2.12156 -5.93129 -1.00557
O 2.80512 -8.00588 -1.46961
H 3.04891 -9.57286 -3.63372
H 3.00168 -10.52885 -2.00345
H 4.40533 -10.41266 -2.93413
H 4.58004 -9.01473 -0.97491
H 5.02340 -7.51628 -3.63148
H 5.78079 -7.47556 -2.04327
C 10.42464 -0.32294 1.37730
C 10.03677 -0.52930 -0.10523
C 9.56096 -1.99188 -0.34684
O 8.26308 -1.88216 -0.82233
C 7.81096 -0.68709 -0.77833
O 6.69666 -0.39857 -1.17164
O 8.66716 0.12068 -0.24579
H 9.51786 -0.16758 1.96185
H 10.92705 0.64330 1.33198
H 11.23319 -0.79931 1.93176
H 10.70661 -0.09239 -0.84585
H 9.54882 -2.74601 0.44008
H 10.14492 -2.45412 -1.14271
C 0.80968 3.25210 -6.74722
C 1.84167 2.12125 -6.72008
C 2.15069 1.52276 -5.31499
O 1.78089 0.19035 -5.54585
C 1.37638 -0.03381 -6.86167
O 1.10504 -1.05611 -7.41583
O 1.43193 1.06733 -7.58905
H 1.39192 4.05811 -6.30063
H -0.09624 2.97561 -6.20781
H 0.60204 3.42034 -7.80395
H 2.76205 2.64801 -6.97215
H 1.50215 1.95183 -4.55119
H 3.13677 1.53602 -4.85069
C -3.75924 -9.15136 1.17618
C -3.46564 -8.45631 2.53135
C -2.30205 -9.03167 3.36099
O -1.48663 -7.93508 3.73103
C -1.82758 -6.88058 2.98499
O -1.39452 -5.72897 3.05465
O -2.78485 -7.21918 2.19250
H -4.51565 -9.90220 1.40460
H -2.88250 -9.56080 0.67439
H -4.09987 -8.35151 0.51868
H -4.32312 -8.16117 3.13609
H -1.75311 -9.65990 2.65949
H -2.52592 -9.64536 4.23355
*
```

=====

[2]
The following is a DFT calculation (ωB97M-V/def2-TZVPD) of a 2-piece molecular cluster, C6H5F7O2 overall at a distorted geometry.

Summary:
HOMO level (eV): -9.0
Lowest unoccupied orbital energy (eV): 0.32
DFT total energy (eV): -29415.4152
Gap between HOMO and LUMO (eV): 9.37
Molecular weight (g mol⁻¹): 242.090
Structure (SMILES): FC(C(F)(F)F)C(F)(F)F.OCC1=CO1

```
! wB97M-V def2-TZVPD RIJCOSX def2/J DEFGRID3
* xyz 0 1
C 0.34783 1.26480 -0.57612
C 0.71314 0.01568 -0.37604
C 1.59281 -1.13426 0.09837
C -3.29626 0.24416 -0.41422
C -4.33295 1.04215 0.46231
C -3.74137 -1.25311 -0.41458
O -0.51138 0.37273 0.25725
O 1.63062 -0.99857 1.47509
F -3.32032 0.53370 -1.76882
F -5.54289 0.43242 0.61416
F -4.54706 2.21158 -0.01315
F -3.84568 1.32275 1.68449
F -5.04161 -1.41276 -0.74350
F -3.53470 -1.80944 0.75968
F -2.97899 -1.86687 -1.34290
H -2.25772 0.45885 0.05928
H 0.16351 2.18394 -0.88268
H 2.53204 -0.97417 -0.37300
H 1.26498 -2.21279 -0.14339
H 0.88100 -0.45679 1.68916
*
```

=====

[3]
The following is a DFT calculation (ωB97M-V/def2-TZVPD) of one molecule with the formula C2H3N3O at a distorted geometry.

Summary:
Energy above the lowest of the compared OMol25 structures with the same formula, charge and spin (kJ/mol): 365.4
HOMO level (eV): -10.4
Lowest unoccupied orbital energy (eV): 0.52
DFT total energy (eV): -8636.7074
Gap between HOMO and LUMO (eV): 10.92
Molecular weight (g mol⁻¹): 85.066
Structure (SMILES): [H]/N=C/ONC#N

```
! wB97M-V def2-TZVPD RIJCOSX def2/J DEFGRID3
* xyz 0 1
C 2.23529 0.04020 -0.10223
C -1.24811 -0.35833 -0.21752
N 3.32345 -0.20992 0.19413
N 1.06625 0.65500 -0.30434
N -1.80052 0.25898 0.74002
O -0.04635 -0.27425 -0.78803
H -1.58503 -1.18978 -0.86996
H 0.65155 1.32103 0.37999
H -2.59653 -0.24293 0.96794
*
```

=====

[4]
The following is a DFT calculation (ωB97M-V/def2-TZVPD) of C15H10N2NiS8 as an isolated structure.

Summary:
Energy above the lowest of the compared OMol25 structures with the same formula, charge and spin (kJ/mol): 0.0
HOMO level (spin up / spin down) (eV): -1.1 / -1.1
Lowest unoccupied orbital energy (spin up / spin down) (eV): 3.80 / 3.80
DFT total energy (eV): -146427.0490
Gap between HOMO and LUMO (spin up / spin down) (eV): 4.90 / 4.90
Molecular weight (g mol⁻¹): 533.488

```
! wB97M-V def2-TZVPD RIJCOSX def2/J DEFGRID3
* xyz -2 1
Ni -0.08301 1.21069 -0.17899
S 5.21876 -2.61719 3.02474
C 4.13129 -1.44137 2.51747
S 2.95261 -0.70662 3.50917
C 2.14340 0.34352 2.34138
C 2.67912 0.25467 1.08709
S 2.17832 1.06909 -0.37707
S 4.02158 -0.86232 0.91989
S 0.73702 1.18536 2.86920
S -2.26442 1.19625 -0.38730
C -2.67065 2.83920 -0.83915
C -3.99105 3.23062 -1.06312
C -4.30767 4.53350 -1.42517
C -3.28837 5.47087 -1.56605
C -1.97175 5.09130 -1.34286
C -1.64108 3.78336 -0.97911
S 0.02424 3.31084 -0.69611
H -4.77542 2.48986 -0.94672
H -5.34146 4.81574 -1.59304
H -3.51910 6.49352 -1.84499
H -1.16965 5.81457 -1.44633
N 2.04136 -5.18328 0.52372
C 1.12580 -4.85386 -0.39845
S 0.63213 -5.91932 -1.56487
C 0.62188 -3.45566 -0.28249
C 0.64319 -2.80197 0.93785
C 0.26922 -1.46430 1.00748
N -0.07518 -0.77864 -0.08093
C -0.17556 -1.42506 -1.24789
C 0.14563 -2.76131 -1.39051
H 2.46014 -6.09572 0.46640
H 2.47891 -4.47770 1.09774
H 0.92946 -3.30577 1.85211
H 0.24850 -0.91114 1.93924
H -0.49418 -0.82457 -2.08891
H 0.08603 -3.24716 -2.35346
*
```

=====

Question: Look up the DFT total energy of the fourth one.
Answer: -146427.0490 eV